39
Properties=species:S:1:pos:R:3 method="wB97M-V/def2-TZVPD" lumo_ev=-0.0010 orbital_gap_ev=8.48 energy_ev=-45029.1145 homo_energy_ev=-8.48 relative_energy_ev=0.758 charge=0
Au -2.38584 -0.17433 -2.32417
C -1.43964 -0.07471 2.77217
N -1.62791 -1.25694 1.93684
C -0.54887 -2.20550 2.18779
N 0.76287 -1.62694 1.91462
C 0.91730 -0.39299 2.69035
N -0.16097 0.57931 2.51427
C -0.18893 1.17382 1.17432
P -0.33518 -0.13459 -0.10010
C -1.88327 -0.97942 0.54494
C 0.88425 -1.37859 0.47775
H -1.47039 -0.39007 3.81576
H -2.25111 0.63101 2.59213
H -0.69176 -3.09102 1.56752
H -0.59173 -2.49943 3.23707
H 1.86774 0.07561 2.42963
H 0.94708 -0.66800 3.74565
H 0.69070 1.78759 0.98786
H -1.05511 1.83491 1.09742
H -2.05803 -1.88760 -0.03070
H -2.71388 -0.28574 0.42367
H 1.89749 -1.05094 0.24437
H 0.71069 -2.31091 -0.06869
C 1.45313 0.91590 -3.40670
C 1.60141 0.49452 -1.96328
C 2.40543 1.48114 -1.14587
O 0.21881 0.40918 -1.46751
H 2.43198 0.92746 -3.88674
H 1.02033 1.91571 -3.45718
H 0.80747 0.22055 -3.94059
H 2.02636 -0.50921 -1.90962
H 1.88168 2.43809 -1.10262
H 3.37039 1.63559 -1.62970
H 2.59783 1.12859 -0.13162
N -1.53248 -3.11616 -2.90804
C -1.89995 -2.02954 -2.76829
S -1.10084 4.02921 -1.18533
C -1.95514 2.68088 -1.40398
N -2.60192 1.70354 -1.52335